Record 1
{
  "formula": "C9H11ClO3Zr",
  "method": "the ωB97M-V functional and the def2-TZVPD basis",
  "multiplicity": 1,
  "relative_energy_kj_mol": 54.25,
  "charge": 2,
  "fmax_ev_per_a": 6.6,
  "e_homo_ha": -0.6479,
  "gap_ha": 0.2891,
  "elements": ["Cl", "C", "C", "C", "H", "C", "C", "H", "H", "H", "C", "Zr", "C", "C", "O", "O", "H", "H", "H", "C", "O", "H", "H", "H", "H"],
  "xyz": [[-2.532, 0.587, -0.738], [0.606, -2.078, -1.024], [1.767, -1.330, -0.590], [1.649, 0.008, -1.120], [2.614, -1.788, -0.057], [0.417, 0.070, -1.881], [-0.216, -1.223, -1.818], [-1.134, -1.554, -2.333], [0.464, -3.164, -0.857], [2.364, 0.863, -0.959], [-0.085, 1.291, -2.573], [-0.204, -0.333, 0.405], [0.067, -2.109, 1.992], [-2.350, -0.765, 0.848], [0.395, -2.826, 2.854], [-3.269, -1.296, 1.334], [0.249, 2.206, -2.084], [-1.172, 1.417, -2.583], [0.249, 1.314, -3.609], [-0.312, 1.951, 2.636], [0.555, 1.166, 1.762], [-1.142, 2.262, 1.997], [0.232, 2.788, 3.071], [-0.734, 1.279, 3.378], [1.521, 1.264, 1.949]]
}


Record 2
{
  "formula": "C20H38LiN2O13",
  "method": "the ωB97M-V functional and the def2-TZVPD basis",
  "multiplicity": 1,
  "relative_energy_kj_mol": 117.55,
  "charge": 1,
  "fmax_ev_per_a": 7.9,
  "e_homo_ha": -0.3840,
  "gap_ha": 0.3022,
  "elements": ["C", "C", "N", "C", "C", "C", "C", "C", "O", "C", "H", "H", "H", "H", "H", "H", "H", "H", "H", "H", "H", "H", "H", "H", "H", "H", "H", "H", "H", "H", "Li", "N", "O", "O", "O", "C", "C", "C", "O", "C", "O", "O", "H", "H", "H", "H", "H", "H", "C", "C", "C", "O", "C", "O", "O", "H", "H", "H", "H", "H", "H", "C", "C", "C", "O", "C", "O", "O", "H", "H", "H", "H", "H", "H"],
  "xyz": [[-1.576, -0.431, -6.208], [-1.123, -0.447, -4.681], [-0.144, 0.500, -4.206], [1.041, 0.442, -5.030], [-0.803, 1.836, -4.388], [-2.206, 2.110, -3.735], [0.321, 0.424, -2.803], [1.326, -0.707, -2.488], [1.268, -0.977, -1.044], [2.379, -1.791, -0.612], [-0.775, -0.621, -6.878], [-2.010, 0.454, -6.627], [-2.312, -1.310, -6.460], [-0.635, -1.361, -4.635], [-1.809, -0.293, -4.000], [0.788, 0.763, -5.962], [1.500, -0.429, -5.300], [1.806, 1.190, -4.758], [-0.937, 2.188, -5.531], [-0.264, 2.610, -3.935], [-2.279, 3.219, -3.495], [-2.203, 1.592, -2.758], [-3.009, 1.872, -4.396], [-0.452, 0.239, -2.278], [0.863, 1.514, -2.479], [2.311, -0.109, -2.772], [1.030, -1.651, -3.123], [2.464, -1.661, 0.473], [3.569, -1.617, -0.898], [2.284, -2.833, -0.706], [-0.166, -1.575, 0.502], [-1.340, -2.844, -1.340], [-1.728, -1.675, -0.984], [-1.396, -3.072, -2.590], [-0.470, -3.439, -0.723], [2.716, 2.693, 4.108], [3.129, 1.289, 3.708], [2.995, 0.403, 5.053], [2.143, -0.607, 4.544], [1.850, -0.386, 3.268], [1.204, -1.101, 2.523], [2.353, 0.738, 2.796], [2.748, 3.303, 3.087], [3.376, 3.202, 4.775], [1.666, 2.706, 4.387], [4.024, 1.276, 3.325], [2.447, 0.811, 6.040], [4.019, 0.039, 5.157], [0.656, -4.152, 4.975], [-0.527, -4.429, 4.035], [-1.944, -4.230, 4.637], [-2.603, -3.542, 3.640], [-1.696, -2.966, 2.884], [-2.015, -2.074, 2.100], [-0.548, -3.496, 3.043], [0.462, -4.472, 5.886], [0.610, -2.894, 5.098], [1.670, -4.330, 4.612], [-0.434, -5.414, 3.494], [-1.792, -3.975, 5.871], [-2.239, -5.317, 4.762], [-2.749, 4.418, -0.084], [-1.442, 3.701, 0.194], [-0.926, 3.832, 1.663], [-0.541, 2.404, 2.041], [-0.864, 1.599, 1.002], [-0.771, 0.396, 0.928], [-1.412, 2.307, -0.004], [-3.119, 4.001, -1.136], [-2.626, 5.466, -0.089], [-3.305, 3.951, 0.748], [-0.579, 4.181, -0.354], [-1.397, 4.192, 2.438], [0.148, 4.367, 1.687]]
}


Record 3
{
  "formula": "C3H5FN2S",
  "method": "the ωB97M-V functional and the def2-TZVPD basis",
  "multiplicity": 1,
  "smiles": "N/C=C(F)/C=N\\S",
  "relative_energy_kj_mol": 92.60,
  "fmax_ev_per_a": 0.5,
  "e_homo_ha": -0.2914,
  "gap_ha": 0.3165,
  "elements": ["C", "C", "C", "H", "H", "H", "H", "H", "N", "N", "F", "S"],
  "xyz": [[-1.403, 0.264, -0.027], [-0.105, -0.081, -0.043], [0.966, 0.888, -0.058], [-3.323, -0.326, 0.267], [-2.197, -1.607, 0.127], [-1.691, 1.307, -0.030], [0.604, 1.921, -0.049], [4.191, -0.295, 0.021], [-2.435, -0.646, -0.092], [2.233, 0.772, -0.027], [0.212, -1.409, -0.058], [2.949, -0.789, -0.030]]
}


Record 4
{
  "formula": "C12H23Cr2F2O21PSV",
  "method": "the ωB97M-V functional and the def2-TZVPD basis",
  "multiplicity": 10,
  "charge": 2,
  "fmax_ev_per_a": 6.8,
  "s2": 24.817,
  "e_homo_ha": [-0.5343, -0.5351],
  "gap_ha": [0.2476, 0.2850],
  "elements": ["O", "V", "Cr", "Cr", "O", "C", "O", "O", "H", "O", "C", "O", "O", "H", "O", "C", "O", "O", "H", "O", "P", "O", "F", "F", "O", "S", "O", "O", "C", "C", "C", "H", "H", "H", "H", "H", "H", "H", "H", "C", "O", "C", "O", "O", "C", "H", "H", "H", "H", "H", "H", "C", "O", "C", "O", "O", "C", "H", "H", "H", "H", "H", "H"],
  "xyz": [[-2.763, -3.482, 1.430], [-2.767, -2.398, 0.269], [3.809, -2.027, 0.859], [0.309, -1.202, -3.099], [2.430, -1.758, -3.242], [3.399, -2.219, -2.456], [3.496, -1.884, -1.262], [4.202, -3.058, -2.906], [2.614, -2.316, -4.002], [-3.466, 0.908, -2.745], [-2.545, 0.043, -2.224], [-1.542, -0.259, -2.914], [-2.850, -0.575, -1.155], [-2.895, 1.298, -3.412], [-0.978, -5.253, -2.433], [-0.924, -3.956, -2.110], [-0.015, -3.251, -2.627], [-1.531, -3.453, -1.166], [-0.136, -5.203, -2.890], [-0.854, -1.543, 0.947], [0.430, -0.814, 0.535], [1.840, -1.256, 0.873], [0.272, 0.780, 0.731], [0.513, -0.944, -1.080], [-3.982, 1.714, 1.701], [-4.244, 0.409, 2.264], [-3.502, -0.723, 1.741], [-4.184, 0.344, 3.910], [-4.683, 1.341, 4.769], [-6.192, 1.168, 5.019], [-6.114, 0.156, 2.033], [-4.385, 2.363, 4.534], [-4.163, 1.175, 5.713], [-6.622, 1.624, 5.911], [-6.365, 0.096, 5.107], [-6.797, 1.526, 4.186], [-6.243, -0.311, 1.056], [-6.454, 1.191, 2.008], [-6.513, -0.558, 2.753], [0.952, 2.763, -1.619], [1.700, 2.811, -2.812], [1.752, 1.789, -3.709], [1.271, 0.672, -3.488], [2.538, 2.155, -4.794], [2.887, 1.231, -5.714], [0.274, 1.916, -1.512], [0.503, 3.743, -1.460], [1.505, 2.431, -0.741], [3.748, 0.620, -5.441], [3.153, 1.656, -6.682], [2.107, 0.492, -5.891], [7.130, 0.074, 2.313], [6.066, 1.066, 2.570], [4.813, 0.872, 2.083], [4.500, -0.039, 1.336], [3.975, 1.695, 2.674], [2.601, 1.683, 2.383], [7.587, 0.141, 1.325], [6.669, -0.879, 2.573], [7.973, 0.261, 2.978], [2.417, 2.284, 1.492], [2.079, 2.199, 3.189], [2.194, 0.674, 2.319]]
}


Record 5
{
  "formula": "C6H8N",
  "method": "the ωB97M-V functional and the def2-TZVPD basis",
  "multiplicity": 3,
  "relative_energy_kj_mol": 508.78,
  "charge": 1,
  "fmax_ev_per_a": 4.6,
  "s2": 2.025,
  "e_homo_ha": [-0.3939, -0.5198],
  "gap_ha": [0.2575, 0.2904],
  "elements": ["C", "C", "C", "C", "C", "C", "N", "H", "H", "H", "H", "H", "H", "H", "H"],
  "xyz": [[2.293, -1.110, -0.252], [1.071, -1.437, 0.371], [-2.948, -1.457, -0.073], [-1.723, -1.517, -0.090], [0.955, 1.259, -0.257], [1.522, -0.060, 0.025], [-0.327, 1.335, 0.514], [3.255, -1.216, -0.772], [-3.965, -1.576, -0.127], [-0.626, 2.318, 0.626], [-0.621, -1.802, -0.114], [1.424, 2.190, 0.018], [0.863, 1.350, -1.342], [-1.037, 0.812, -0.007], [-0.138, 0.911, 1.480]]
}


Record 6
{
  "formula": "C37H59BCaNO7SbSe4",
  "method": "the ωB97M-V functional and the def2-TZVPD basis",
  "multiplicity": 1,
  "relative_energy_kj_mol": 56.36,
  "charge": -2,
  "fmax_ev_per_a": 1.3,
  "e_homo_ha": -0.0764,
  "gap_ha": 0.2111,
  "elements": ["Ca", "C", "C", "C", "C", "C", "C", "C", "N", "C", "C", "C", "C", "C", "C", "O", "C", "C", "C", "C", "C", "C", "C", "C", "C", "O", "C", "C", "C", "C", "C", "C", "H", "H", "H", "H", "H", "H", "H", "H", "H", "H", "H", "H", "H", "H", "H", "H", "H", "H", "H", "H", "H", "H", "H", "H", "H", "H", "H", "H", "H", "H", "H", "H", "H", "H", "H", "H", "H", "H", "H", "H", "O", "O", "C", "C", "C", "O", "H", "H", "H", "H", "H", "H", "H", "C", "C", "C", "O", "B", "O", "C", "C", "C", "H", "H", "H", "H", "H", "H", "H", "H", "H", "H", "H", "H", "Se", "Sb", "Se", "Se", "Se"],
  "xyz": [[1.524, 1.326, 0.104], [-4.789, -1.471, -2.463], [-4.103, -0.789, -3.647], [-3.992, -1.813, -4.785], [-4.993, 0.376, -4.103], [-2.708, -0.264, -3.294], [-2.165, -0.420, -2.031], [-0.887, 0.070, -1.701], [-0.336, 0.045, -0.450], [-0.855, -0.631, 0.609], [-1.529, -1.866, 0.538], [-2.129, -2.463, 1.633], [-2.093, -1.801, 2.851], [-1.357, -0.622, 3.034], [-0.671, -0.126, 1.936], [0.312, 0.888, 2.108], [-1.449, 0.012, 4.438], [-0.963, -0.994, 5.495], [-2.931, 0.339, 4.693], [-0.685, 1.324, 4.660], [-2.813, -3.830, 1.538], [-4.279, -3.714, 1.974], [-2.786, -4.398, 0.119], [-2.085, -4.818, 2.460], [-0.177, 0.762, -2.726], [0.988, 1.423, -2.359], [-0.722, 0.971, -3.995], [-1.979, 0.418, -4.260], [-0.087, 1.909, -5.037], [-0.827, 1.846, -6.380], [-0.205, 3.347, -4.503], [1.389, 1.610, -5.335], [-5.785, -1.809, -2.763], [-4.226, -2.342, -2.122], [-4.903, -0.790, -1.617], [-4.985, -2.165, -5.084], [-3.503, -1.382, -5.659], [-3.402, -2.675, -4.465], [-6.006, 0.021, -4.317], [-5.049, 1.139, -3.324], [-4.598, 0.849, -5.003], [-2.739, -0.891, -1.250], [-1.545, -2.345, -0.430], [-2.617, -2.221, 3.700], [-1.650, -1.836, 5.600], [0.016, -1.385, 5.220], [-0.884, -0.504, 6.470], [-3.564, -0.543, 4.595], [-3.055, 0.741, 5.703], [-3.284, 1.085, 3.979], [0.394, 1.180, 4.707], [-0.899, 2.067, 3.894], [-0.990, 1.730, 5.629], [-4.818, -3.023, 1.322], [-4.770, -4.691, 1.922], [-4.367, -3.347, 2.997], [-3.284, -3.734, -0.590], [-1.765, -4.559, -0.230], [-3.306, -5.360, 0.102], [-2.107, -4.479, 3.497], [-2.553, -5.806, 2.409], [-1.039, -4.913, 2.164], [-2.412, 0.543, -5.240], [-1.857, 2.204, -6.306], [-0.307, 2.490, -7.093], [-0.838, 0.833, -6.788], [-1.253, 3.611, -4.340], [0.330, 3.455, -3.560], [0.225, 4.050, -5.223], [1.588, 0.543, -5.442], [1.685, 2.100, -6.265], [2.048, 2.017, -4.574], [2.748, -0.716, -1.340], [2.963, -0.408, 0.060], [2.585, 4.822, -1.722], [2.789, 4.386, -0.268], [4.229, 3.900, -0.056], [1.875, 3.428, 0.098], [3.333, 5.554, -2.044], [1.588, 5.254, -1.843], [2.660, 3.952, -2.381], [2.668, 5.298, 0.360], [4.389, 2.960, -0.591], [4.404, 3.719, 1.009], [4.970, 4.620, -0.418], [3.970, 1.323, 4.623], [3.655, 0.517, 3.369], [4.860, 0.496, 2.444], [2.598, 1.253, 2.690], [1.482, 0.465, 2.719], [1.619, -0.737, 3.342], [3.024, -0.907, 3.656], [3.103, -1.349, 5.110], [3.547, -2.007, 2.745], [4.264, 2.327, 4.317], [4.793, 0.875, 5.183], [3.102, 1.410, 5.278], [5.219, 1.516, 2.306], [4.601, 0.096, 1.463], [5.667, -0.098, 2.881], [2.614, -0.642, 5.779], [4.141, -1.473, 5.424], [2.599, -2.312, 5.206], [3.430, -1.734, 1.694], [2.966, -2.911, 2.934], [4.598, -2.219, 2.951], [6.816, -0.014, -2.494], [5.676, 0.541, -4.471], [5.182, 2.804, -4.908], [5.016, -1.136, -5.993], [2.707, 0.646, -2.462]]
}


Record 7
{
  "formula": "C4H12N2S",
  "method": "the ωB97M-V functional and the def2-TZVPD basis",
  "multiplicity": 2,
  "relative_energy_kj_mol": 68.45,
  "charge": -1,
  "fmax_ev_per_a": 0.9,
  "s2": 0.755,
  "e_homo_ha": [-0.0394, -0.1146],
  "gap_ha": [0.1879, 0.2607],
  "elements": ["C", "N", "C", "N", "C", "C", "S", "H", "H", "H", "H", "H", "H", "H", "H", "H", "H", "H", "H"],
  "xyz": [[0.828, -0.616, 0.211], [0.073, 0.020, -0.893], [-0.729, -0.960, -1.597], [-1.644, -0.254, -2.482], [1.438, 0.457, 1.096], [0.566, 1.201, 2.133], [-1.136, 1.685, 1.709], [0.147, -1.232, 0.804], [1.625, -1.208, -0.248], [-0.576, 0.659, -0.425], [-1.311, -1.601, -0.918], [-0.042, -1.621, -2.154], [-2.101, -0.866, -3.134], [-1.193, 0.530, -2.927], [2.269, 0.040, 1.663], [1.806, 1.247, 0.433], [0.515, 0.663, 3.085], [1.121, 2.109, 2.342], [-1.656, -0.251, 1.303]]
}


Record 8
{
  "formula": "C40H36N13OTi",
  "method": "the ωB97M-V functional and the def2-TZVPD basis",
  "multiplicity": 1,
  "relative_energy_kj_mol": 31.30,
  "charge": 1,
  "fmax_ev_per_a": 3.0,
  "e_homo_ha": [-0.2779, -0.2790],
  "gap_ha": [0.1714, 0.1731],
  "elements": ["Ti", "N", "C", "N", "C", "N", "N", "C", "C", "C", "C", "C", "C", "N", "C", "C", "C", "C", "C", "C", "H", "H", "H", "H", "H", "H", "H", "H", "H", "H", "H", "C", "C", "N", "C", "C", "C", "C", "C", "C", "C", "N", "C", "C", "C", "C", "C", "C", "C", "C", "N", "C", "H", "H", "H", "H", "H", "H", "H", "H", "H", "H", "H", "H", "C", "N", "C", "C", "C", "N", "C", "O", "N", "H", "H", "H", "H", "H", "H", "H", "C", "N", "C", "C", "N", "H", "H", "H", "H", "H", "H"],
  "xyz": [[0.283, 0.196, 0.756], [-0.578, 5.149, -0.704], [-0.670, 4.149, 0.204], [0.139, 3.162, 0.289], [1.216, 3.107, -0.575], [2.150, 2.222, -0.380], [1.933, 1.311, 0.574], [2.994, 0.700, 1.070], [2.755, -0.319, 2.013], [3.782, -1.029, 2.668], [3.451, -1.942, 3.635], [2.100, -2.114, 3.963], [1.141, -1.403, 3.273], [1.430, -0.547, 2.291], [1.351, 4.084, -1.632], [2.381, 4.047, -2.573], [2.507, 5.061, -3.499], [1.590, 6.105, -3.518], [0.541, 6.139, -2.618], [0.426, 5.140, -1.663], [-1.199, 5.943, -0.660], [-1.492, 4.207, 0.906], [3.996, 1.011, 0.782], [4.806, -0.836, 2.386], [4.217, -2.497, 4.154], [1.811, -2.803, 4.738], [0.091, -1.517, 3.516], [3.066, 3.215, -2.541], [3.323, 5.050, -4.204], [1.700, 6.905, -4.232], [-0.183, 6.938, -2.642], [3.142, -1.200, -2.067], [2.272, -1.279, -0.976], [1.126, -0.606, -0.926], [0.768, 0.151, -1.996], [1.582, 0.282, -3.151], [2.807, -0.426, -3.154], [1.157, 1.142, -4.179], [-0.024, 1.837, -4.050], [-0.823, 1.734, -2.912], [-0.440, 0.911, -1.851], [-0.972, 0.805, -0.609], [-2.160, 1.277, -0.139], [-3.348, 1.517, -0.834], [-4.483, 1.962, -0.158], [-4.470, 2.194, 1.199], [-3.300, 1.960, 1.946], [-3.205, 2.168, 3.343], [-2.000, 1.929, 3.969], [-0.914, 1.455, 3.235], [-0.975, 1.208, 1.923], [-2.146, 1.478, 1.277], [4.077, -1.739, -2.036], [2.514, -1.903, -0.121], [3.481, -0.334, -3.991], [1.781, 1.283, -5.046], [-0.340, 2.501, -4.841], [-1.704, 2.353, -2.823], [-3.405, 1.333, -1.896], [-5.397, 2.121, -0.713], [-5.347, 2.562, 1.712], [-4.067, 2.514, 3.895], [-1.886, 2.098, 5.030], [0.042, 1.271, 3.715], [1.446, -5.802, 2.246], [1.128, -5.255, 0.947], [1.469, -5.886, -0.188], [1.210, -5.337, -1.402], [0.582, -4.058, -1.406], [0.236, -3.445, -0.291], [0.479, -3.991, 0.913], [0.176, -3.470, 1.969], [0.286, -3.440, -2.562], [1.465, -6.890, 2.201], [0.686, -5.465, 2.952], [2.416, -5.431, 2.591], [1.962, -6.841, -0.077], [1.481, -5.836, -2.315], [0.587, -3.816, -3.444], [-0.112, -2.517, -2.515], [-3.621, -3.575, 0.548], [-3.347, -2.240, 1.033], [-4.440, -1.483, 1.606], [-2.158, -1.736, 1.031], [-1.098, -1.269, 1.076], [-4.011, -4.194, 1.360], [-2.700, -4.016, 0.172], [-4.361, -3.538, -0.258], [-4.880, -2.026, 2.447], [-5.216, -1.310, 0.855], [-4.066, -0.521, 1.955]]
}